Density functional theory data (the ωB97M-V functional and the def2-TZVPD basis) for 23 unconnected molecules or ions with the total composition C41H65Cl51O18.

The geometry in XYZ format:
```
175
Properties=species:S:1:pos:R:3:forces:R:3:lowdin_charge:R:1
C -17.18314 7.38019 12.74064 0.23 -0.07 -0.26 -0.085
C -18.34580 6.52303 12.23852 -0.08 0.56 0.95 -0.223
O -18.30082 6.47043 10.82174 0.44 -1.16 -1.66 -0.034
C -17.62271 5.53879 10.06309 -0.33 0.56 -0.52 -0.513
O -17.88052 5.43251 8.87178 1.00 -0.14 2.68 0.103
O -16.66108 4.87097 10.80062 -2.13 1.53 -0.55 -0.056
C -15.83249 3.98339 10.10753 0.90 -1.18 -0.13 -0.087
H -16.26962 6.87120 12.43322 0.18 0.28 0.08 0.064
H -17.10243 7.62431 13.79988 -0.50 -0.60 0.05 0.034
H -17.23922 8.36878 12.28494 0.01 -0.13 -0.46 0.082
H -19.28276 7.03759 12.45170 -0.12 0.07 -0.08 0.088
H -18.47841 5.53119 12.67067 0.57 -0.11 0.02 0.109
H -16.30738 3.47712 9.26714 -0.12 0.42 -0.10 0.084
H -15.54852 3.20353 10.81411 -0.09 0.05 0.14 0.079
H -14.90436 4.47469 9.81549 -0.16 0.15 -0.30 0.101
C -31.79697 8.98042 20.69467 -0.51 0.54 -0.87 -0.070
C -31.56692 8.08099 19.48208 -0.06 0.93 1.24 -0.230
O -30.16482 7.96761 19.50797 2.21 -2.00 -1.10 -0.046
C -29.56555 6.91227 18.88347 -1.54 -1.39 -0.05 -0.495
O -30.17269 5.94367 18.38578 1.79 2.65 0.98 0.077
O -28.23284 7.07979 19.00167 -1.16 -0.22 -0.09 -0.011
C -27.39072 6.18322 18.30397 0.69 -1.13 -1.44 -0.087
H -31.25104 9.92044 20.61445 0.07 -0.04 -0.28 0.044
H -31.43408 8.52462 21.61590 -0.57 -0.24 -0.02 0.086
H -32.85254 9.24558 20.63513 -0.14 -0.07 0.85 0.081
H -31.83683 8.57689 18.54971 -0.33 -0.20 -0.03 0.119
H -32.10820 7.15105 19.65627 0.31 -0.21 -0.48 0.124
H -26.62029 5.71978 18.92022 -0.04 0.65 0.37 0.062
H -26.94137 6.67115 17.43904 0.31 0.55 0.39 0.075
H -27.82760 5.32501 17.79335 -0.98 0.10 0.59 0.062
C -36.64921 4.01322 15.11522 -0.02 0.08 0.26 -0.061
C -36.31542 5.03583 16.20548 -0.67 -0.75 -0.47 -0.217
O -34.91238 5.02975 16.39720 2.73 0.65 0.49 -0.011
C -34.24212 4.09104 17.13290 -2.60 -1.21 0.63 -0.528
O -34.82970 3.10081 17.57123 1.36 1.47 -0.49 0.091
O -32.95474 4.40833 17.31806 -1.55 0.08 0.00 -0.006
C -32.21069 3.66203 18.31708 1.17 0.10 -0.70 -0.070
H -37.64000 4.10387 14.67000 -0.32 -0.06 0.62 0.074
H -36.47458 3.04115 15.57640 -0.20 -0.18 -0.48 0.072
H -36.01598 4.14883 14.23845 0.47 0.02 0.26 0.077
H -36.81155 4.85523 17.15906 -0.05 -0.39 -0.05 0.123
H -36.62151 6.03663 15.90084 0.54 0.13 -0.02 0.118
H -31.28647 3.47132 17.77161 -0.03 -0.28 0.31 0.028
H -32.63062 2.72944 18.69398 -0.53 0.29 -0.44 0.066
H -31.91712 4.31666 19.13767 -0.43 0.13 -0.09 0.080
C -22.91137 5.14024 13.77617 -0.23 -0.47 -1.26 -0.076
C -23.79381 4.48098 14.78876 1.31 0.19 1.54 -0.242
O -25.10646 4.46308 14.28508 -1.04 0.49 -1.18 0.003
C -26.11532 4.47306 15.11014 -1.40 -0.43 3.06 -0.495
O -25.99984 4.38935 16.35732 -1.04 0.50 -3.48 0.044
O -27.28229 4.54392 14.35407 2.08 0.09 0.22 -0.053
C -28.57042 4.75478 14.93618 0.06 0.15 0.58 -0.038
H -22.00632 5.63700 14.12576 -0.07 -0.37 0.44 0.061
H -23.52910 5.91396 13.32025 0.17 0.08 -0.29 0.045
H -22.65710 4.38896 13.02849 0.24 0.32 -0.35 0.040
H -23.68010 5.10083 15.67811 -0.75 -0.25 0.41 0.107
H -23.56828 3.44630 15.04694 0.42 0.13 -0.07 0.084
H -29.24406 5.17294 14.18822 0.46 -0.31 -0.40 0.051
H -28.50913 5.51043 15.71934 0.02 -0.33 0.30 0.084
H -28.95622 3.79332 15.27509 -0.08 0.18 0.32 0.067
C -24.74915 -0.69220 8.14011 -0.57 -2.04 1.25 -0.076
C -23.85403 0.40972 8.48350 1.39 0.76 -0.44 -0.311
O -24.38150 1.51829 7.78543 -0.63 1.74 -0.80 0.008
C -23.79134 2.69782 7.92372 1.63 1.26 1.01 -0.563
O -22.75357 2.87244 8.56200 -1.55 -0.02 -0.86 0.053
O -24.48929 3.65883 7.27402 -0.61 -1.73 -0.75 -0.004
C -24.28471 5.03896 7.46349 1.45 0.76 1.88 -0.061
H -24.72853 -1.35715 9.00355 -0.10 -0.38 0.09 0.081
H -24.32173 -1.29424 7.33826 -0.69 0.26 -0.40 0.088
H -25.79683 -0.40192 8.06143 0.18 0.02 -0.54 0.072
H -22.88035 0.16860 8.05699 0.30 0.29 0.22 0.108
H -23.69304 0.63475 9.53779 -0.46 0.09 -0.04 0.068
H -23.24274 5.34839 7.38173 0.15 -0.40 -0.44 0.041
H -24.48871 5.24443 8.51432 -0.38 0.26 0.09 0.060
H -24.87231 5.71652 6.84402 -0.35 -0.91 -0.29 0.101
C -31.76590 7.44793 8.57531 0.04 0.44 -0.42 -0.079
C -31.21656 6.56076 9.65408 0.09 -1.09 -0.44 -0.231
O -31.85751 6.79484 10.90392 0.30 0.23 1.64 -0.008
C -31.33962 6.26385 12.04414 0.42 -0.40 -0.99 -0.543
O -30.32467 5.58669 12.11894 -1.56 0.89 0.07 0.039
O -32.15784 6.61021 13.06325 -0.05 -0.27 -2.11 0.000
C -31.89645 6.00920 14.28757 1.10 0.31 2.18 -0.062
H -32.85583 7.44943 8.58744 0.02 -0.01 0.01 0.084
H -31.43584 7.01084 7.63292 -0.12 -0.11 -0.12 0.080
H -31.41017 8.47745 8.53495 0.01 0.01 0.49 0.064
H -30.12755 6.55612 9.70034 0.02 0.36 0.40 0.117
H -31.49898 5.55296 9.34963 0.11 -0.29 0.18 0.099
H -31.78650 4.92722 14.36082 -0.46 -0.14 -0.77 0.105
H -32.64784 6.35123 14.99926 -0.11 -0.14 -0.25 0.100
H -30.93787 6.38903 14.64107 0.11 0.10 0.26 0.078
C -16.24459 4.16600 15.38915 0.77 -1.28 0.17 -1.542
Cl -17.96169 3.87480 15.35056 -0.37 0.14 -0.22 0.533
Cl -15.79503 5.83120 15.28054 0.10 0.41 -0.11 0.609
Cl -15.42036 3.14510 14.12570 -0.35 0.58 0.50 0.502
H -15.87342 3.81100 16.35056 -0.12 -0.08 -0.25 0.005
C -22.62674 7.71752 17.99533 1.31 0.60 0.00 -1.496
Cl -21.17000 7.40732 16.98085 -0.51 0.24 0.06 0.467
Cl -24.05304 8.02299 17.05363 -0.25 -0.26 -0.30 0.567
Cl -22.30710 9.19493 19.00892 -0.15 -1.16 -0.24 0.489
H -22.69942 6.78569 18.55612 -0.40 0.61 0.35 -0.059
C -30.91283 1.36462 9.24889 -0.41 0.56 0.25 -1.404
Cl -32.54047 0.50546 9.11642 1.62 0.89 0.17 0.476
Cl -30.56244 1.98564 10.89274 -0.63 -0.42 -0.29 0.501
Cl -30.79778 2.78589 8.13108 -0.20 -1.16 0.41 0.495
H -30.09847 0.66253 9.07002 -0.45 0.08 -0.45 0.010
C -20.50394 1.85335 10.92929 0.17 0.48 0.45 -1.455
Cl -21.16694 0.29818 10.34297 0.77 0.89 0.37 0.587
Cl -18.95235 2.35363 10.22337 -0.20 -0.61 -0.08 0.596
Cl -20.33939 1.84879 12.72762 -0.23 -0.13 -0.55 0.497
H -21.14647 2.69801 10.68072 -0.41 -0.66 -0.05 -0.050
C -24.12613 -0.71163 13.69251 0.05 0.19 1.61 -1.427
Cl -25.66251 -1.00191 14.62810 0.76 -0.07 -1.05 0.458
Cl -22.80211 -0.72215 14.91788 -0.37 0.01 -0.65 0.461
Cl -24.18008 0.85850 12.89389 -0.11 -0.29 -0.10 0.524
H -23.88942 -1.51252 12.99205 -0.48 0.22 0.08 0.025
C -29.84497 11.04381 16.74637 -0.70 0.21 -0.09 -1.475
Cl -29.57314 10.90075 18.49490 0.23 0.10 -0.74 0.589
Cl -31.54205 11.61243 16.47589 0.86 -0.11 0.32 0.466
Cl -29.59276 9.53157 15.88251 -0.01 -0.45 0.13 0.528
H -29.13900 11.71708 16.26013 -0.33 0.27 0.55 0.021
C -18.81351 4.37108 19.41698 0.06 0.60 -0.10 -1.423
Cl -18.58145 2.72194 18.91607 0.33 0.10 0.08 0.517
Cl -20.55022 4.81354 19.27553 0.74 0.01 -0.20 0.493
Cl -17.66992 5.50798 18.48089 -1.26 -0.93 1.05 0.463
H -18.61721 4.41120 20.48841 0.36 0.40 -0.40 0.015
C -30.07969 0.61760 19.44567 0.51 0.28 1.12 -1.440
Cl -29.30278 2.14692 18.96481 -0.47 -0.43 -0.16 0.524
Cl -31.35158 0.98024 20.69224 0.55 -0.38 -0.86 0.505
Cl -28.80494 -0.40288 20.16216 -0.34 -0.04 -0.07 0.502
H -30.48957 0.04035 18.61689 -0.14 0.56 0.06 0.016
C -25.17167 1.85316 18.40406 0.01 0.75 -0.21 -1.475
Cl -24.88438 0.89641 19.86700 0.01 -0.32 -0.60 0.526
Cl -26.41751 1.24448 17.29035 0.48 -0.21 0.53 0.504
Cl -23.65836 2.17250 17.46404 -0.63 -0.31 0.77 0.517
H -25.54321 2.79325 18.81184 0.21 0.02 -0.50 -0.009
C -21.35889 7.09920 9.74368 0.07 -0.58 -0.21 -1.418
Cl -22.68331 8.21153 10.17092 0.30 -0.83 0.10 0.502
Cl -21.18492 7.06286 7.97945 0.18 0.13 0.35 0.563
Cl -21.53043 5.35276 10.30286 -0.27 1.47 -0.06 0.548
H -20.44310 7.47101 10.20322 -0.17 -0.17 -0.22 -0.003
C -26.76492 3.03800 11.07872 -0.23 -0.87 -0.09 -1.519
Cl -25.12751 3.66347 11.09973 0.05 0.45 0.00 0.608
Cl -26.79433 1.60297 10.03630 0.07 -0.54 0.03 0.564
Cl -27.97803 4.11181 10.45326 0.05 0.82 0.19 0.566
H -27.05436 2.71558 12.07890 0.18 0.23 -0.11 -0.022
C -25.01491 5.30848 21.99008 -0.56 -0.14 0.25 -1.478
Cl -25.70255 3.67553 22.17941 0.46 0.17 -0.27 0.514
Cl -26.38061 6.42157 21.74757 0.53 0.04 -0.13 0.558
Cl -23.79751 5.40706 20.67854 -0.60 -0.15 0.56 0.524
H -24.54989 5.55299 22.94511 0.11 0.06 -0.42 0.016
C -22.13150 10.36744 13.96854 -0.34 -0.30 0.04 -1.553
Cl -21.62301 8.67472 13.66763 -0.14 0.52 0.28 0.485
Cl -22.49115 11.13862 12.43993 -0.05 0.21 -0.31 0.533
Cl -20.95335 11.28592 14.88067 0.29 -0.09 0.09 0.550
H -23.05073 10.38233 14.55411 0.21 -0.37 -0.11 0.008
C -31.43612 10.25080 12.18509 0.12 0.53 -0.69 -1.418
Cl -29.92111 10.53053 11.22180 -0.98 -0.17 0.51 0.467
Cl -32.80420 9.87139 11.04462 0.93 0.47 1.10 0.534
Cl -31.73911 11.68419 13.22484 -0.09 -0.68 -0.84 0.487
H -31.27053 9.41894 12.86971 -0.14 0.01 -0.39 -0.008
C -26.64445 7.33746 12.04854 0.17 0.11 -0.58 -1.399
Cl -26.58970 7.33512 10.22329 -0.05 0.23 1.26 0.475
Cl -28.21532 7.99462 12.63958 1.25 -0.39 -0.22 0.528
Cl -25.20752 8.20905 12.71343 -0.95 -0.27 -0.29 0.501
H -26.52866 6.29890 12.35853 -0.28 0.19 0.02 -0.021
C -18.99211 0.40360 15.87694 0.13 0.20 -1.73 -1.585
Cl -17.53522 0.30265 16.81116 0.36 -0.04 0.76 0.552
Cl -20.20326 1.51578 16.49390 -0.38 -0.56 0.12 0.481
Cl -19.58034 -1.22268 15.44765 -0.06 0.40 0.42 0.519
H -18.68362 0.85697 14.93492 -0.10 -0.20 0.08 -0.041
C -30.12936 0.29151 14.17342 0.72 0.05 1.25 -1.427
Cl -28.56528 1.20516 14.01078 -0.84 -0.72 -0.39 0.502
Cl -31.06356 1.15565 15.40838 -0.24 -0.03 -0.14 0.518
Cl -29.80806 -1.38375 14.78580 -0.13 0.90 -0.69 0.497
H -30.72659 0.27721 13.26170 0.53 -0.09 0.01 -0.009
```
Forces are in eV/Å.

HOMO level: -0.38520 Ha
gap between HOMO and LUMO: 10.513 eV
max |F|: 0.0713 Eh/bohr
charge: 0